Run A
Below is 3 unconnected molecules or ions with the total composition C3H12O2S2, with properties calculated with ωB97M-V/def2-TZVPD.

For the HOMO-LUMO gap, the calculation gives 8.4 eV. The structure (SMILES) is CCCSS.O.O. The net charge is 0.

Element x y z (Å)
C -0.9210 1.5578 1.5023
C -0.8945 2.7540 2.5469
C 0.5372 1.1494 1.0939
S 0.1476 -0.3158 0.0527
S 1.6212 -0.5512 -1.2524
H -1.3918 0.6567 1.7703
H -1.3995 1.9098 0.4620
H -0.1887 2.6651 3.3622
H -1.8448 2.8139 3.0142
H -0.7330 3.6064 1.9430
H 1.0677 1.9833 0.5886
H 1.1502 0.7113 1.9065
H 2.3143 0.6310 -0.8320
H 5.1022 -3.7214 1.3844
H 3.7666 -3.4080 0.5837
O 4.5599 -4.0510 0.6378
H -6.6163 0.9233 -2.2774
H -5.6573 0.3254 -3.0874
O -6.5847 0.5521 -3.1981

Formally, the Mulliken partial charges of the atoms, in units of the elementary charge, are as follows: atom 1 (C): -0.679, atom 2 (C): -1.152, atom 3 (C): -0.603, atom 4 (S): -0.041, atom 5 (S): -0.225, atom 6 (H): 0.473, atom 7 (H): 0.262, atom 8 (H): 0.338, atom 9 (H): 0.339, atom 10 (H): 0.336, atom 11 (H): 0.455, atom 12 (H): 0.332, atom 13 (H): 0.162, atom 14 (H): 0.323, atom 15 (H): 0.333, atom 16 (O): -0.654, atom 17 (H): 0.317, atom 18 (H): 0.312, atom 19 (O): -0.630



Run B
Below is 3 unconnected molecules or ions with the total composition C3H12O2S2, with properties calculated with ωB97M-V/def2-TZVPD.

For the HOMO-LUMO gap, the calculation gives 8.8 eV. The structure (SMILES) is CCCSS.O.O. The net charge is 0.

Element x y z (Å)
C -1.4360 -0.1900 0.0966
C -2.0589 0.2012 1.4932
C -0.1632 -0.9591 0.3514
S 1.1465 -1.0066 -0.8815
S 2.1181 0.8826 -0.8434
H -1.3025 0.7934 -0.3585
H -2.0778 -0.7732 -0.5608
H -1.1893 0.4710 2.1061
H -2.6236 1.1340 1.4440
H -2.5138 -0.6848 1.9522
H -0.3106 -1.9804 0.7238
H 0.2915 -0.5172 1.2441
H 1.1476 1.6746 -0.4532
H 2.1039 0.2421 2.1223
H 2.2226 0.0629 3.6524
O 1.8724 0.6309 2.9667
H -4.3415 0.9393 -2.3083
H -4.8803 -0.0170 -1.4136
O -4.0322 0.1585 -1.8486

Formally, the Mulliken partial charges of the atoms, in units of the elementary charge, are as follows: atom 1 (C): -0.050, atom 2 (C): -1.084, atom 3 (C): -0.280, atom 4 (S): -0.029, atom 5 (S): -0.226, atom 6 (H): 0.166, atom 7 (H): 0.251, atom 8 (H): 0.288, atom 9 (H): 0.333, atom 10 (H): 0.292, atom 11 (H): 0.397, atom 12 (H): -0.193, atom 13 (H): 0.149, atom 14 (H): 0.296, atom 15 (H): 0.313, atom 16 (O): -0.626, atom 17 (H): 0.297, atom 18 (H): 0.306, atom 19 (O): -0.599



run B is favored, and the nearest alternative lies 80.6 kJ/mol above it.